8 unconnected molecules or ions with the total composition C77H168N7O4P in a non-equilibrium geometry. Source: the Open Molecules 2025 dataset; level of theory: ωB97M-V/def2-TZVPD.

## Properties
total charge = +4

Atoms and positions in Å:
1 P -8.344 -14.970 -22.899
2 O -8.295 -14.890 -24.439
3 O -6.923 -14.747 -22.413
4 O -8.812 -16.386 -22.405
5 O -9.429 -13.969 -22.423
6 C -0.501 -15.511 -24.608
7 C -1.533 -16.196 -23.703
8 C -2.970 -15.623 -23.897
9 C -3.461 -15.960 -25.318
10 N -5.004 -15.799 -25.449
11 C -5.757 -16.738 -24.559
12 C -5.562 -18.092 -25.159
13 C -5.525 -17.818 -26.682
14 C -5.470 -16.294 -26.826
15 C -5.388 -14.414 -25.158
16 C -4.794 -13.492 -26.201
17 C -5.333 -12.088 -26.104
18 H -0.569 -14.442 -24.715
19 H -0.435 -15.863 -25.642
20 H 0.452 -15.712 -24.169
21 H -1.198 -16.038 -22.671
22 H -1.496 -17.271 -23.889
23 H -2.863 -14.553 -23.801
24 H -3.708 -15.948 -23.150
25 H -3.219 -17.023 -25.573
26 H -3.051 -15.259 -26.054
27 H -6.790 -16.377 -24.649
28 H -5.499 -16.572 -23.538
29 H -6.492 -18.634 -24.956
30 H -4.698 -18.736 -24.920
31 H -6.393 -18.120 -27.226
32 H -4.628 -18.301 -27.101
33 H -6.479 -15.892 -26.816
34 H -4.914 -15.930 -27.662
35 H -5.083 -14.143 -24.166
36 H -6.502 -14.346 -25.061
37 H -4.990 -13.909 -27.212
38 H -3.712 -13.422 -26.093
39 H -4.845 -11.467 -26.871
40 H -5.184 -11.658 -25.108
41 H -6.408 -12.066 -26.351
42 C -2.231 -10.413 -24.039
43 C -2.641 -11.564 -23.134
44 C -3.852 -11.324 -22.357
45 C -4.301 -12.545 -21.584
46 N -5.347 -12.227 -20.628
47 C -5.766 -13.502 -19.955
48 C -7.052 -13.140 -19.254
49 C -7.743 -12.170 -20.328
50 C -6.632 -11.847 -21.361
51 C -4.913 -11.187 -19.604
52 C -3.629 -11.536 -18.840
53 C -3.414 -10.456 -17.782
54 H -1.319 -10.651 -24.579
55 H -2.064 -9.570 -23.370
56 H -3.004 -10.180 -24.787
57 H -1.818 -11.681 -22.418
58 H -2.659 -12.549 -23.658
59 H -4.703 -11.111 -23.062
60 H -3.667 -10.448 -21.696
61 H -3.466 -13.078 -21.120
62 H -4.794 -13.297 -22.216
63 H -4.998 -13.880 -19.332
64 H -6.079 -14.182 -20.756
65 H -6.891 -12.685 -18.264
66 H -7.688 -14.031 -19.217
67 H -8.110 -11.211 -19.906
68 H -8.516 -12.661 -20.914
69 H -6.577 -10.789 -21.632
70 H -6.614 -12.569 -22.207
71 H -5.708 -11.035 -18.890
72 H -4.902 -10.248 -20.157
73 H -2.803 -11.822 -19.489
74 H -3.887 -12.395 -18.236
75 H -3.326 -9.480 -18.247
76 H -2.488 -10.622 -17.225
77 H -4.259 -10.379 -17.100
78 C -7.003 -22.806 -23.454
79 C -7.401 -21.396 -23.036
80 C -6.499 -20.778 -21.986
81 C -6.851 -19.329 -21.808
82 N -6.206 -18.707 -20.558
83 C -6.838 -19.300 -19.292
84 C -6.630 -18.185 -18.278
85 C -6.492 -16.862 -19.088
86 C -6.566 -17.246 -20.549
87 C -4.764 -18.988 -20.407
88 C -3.804 -18.335 -21.479
89 C -2.427 -19.003 -21.245
90 H -6.080 -22.777 -24.004
91 H -7.794 -23.235 -24.036
92 H -6.858 -23.414 -22.555
93 H -8.440 -21.454 -22.693
94 H -7.413 -20.733 -23.919
95 H -5.467 -20.790 -22.337
96 H -6.567 -21.326 -21.059
97 H -7.930 -19.147 -21.658
98 H -6.595 -18.730 -22.663
99 H -6.267 -20.183 -19.070
100 H -7.866 -19.550 -19.544
101 H -5.879 -18.511 -17.558
102 H -7.515 -18.084 -17.687
103 H -5.591 -16.409 -18.695
104 H -7.308 -16.161 -18.822
105 H -5.875 -16.710 -21.177
106 H -7.533 -17.124 -21.072
107 H -4.640 -20.072 -20.271
108 H -4.508 -18.560 -19.430
109 H -3.927 -17.264 -21.286
110 H -4.348 -18.500 -22.420
111 H -2.580 -20.078 -21.120
112 H -2.060 -18.582 -20.287
113 H -1.735 -18.813 -22.068
114 C -13.648 -8.164 -22.570
115 C -12.685 -9.371 -22.420
116 C -11.886 -9.651 -23.699
117 C -10.860 -10.708 -23.291
118 N -9.994 -11.286 -24.443
119 C -8.599 -11.628 -23.973
120 C -7.882 -10.281 -23.860
121 C -8.510 -9.374 -24.985
122 C -9.689 -10.239 -25.512
123 C -10.690 -12.454 -25.110
124 C -12.165 -12.256 -25.613
125 C -12.584 -13.624 -26.211
126 H -14.370 -8.430 -23.331
127 H -13.123 -7.270 -22.864
128 H -14.140 -8.010 -21.607
129 H -13.308 -10.183 -22.041
130 H -11.922 -9.179 -21.670
131 H -11.462 -8.725 -23.991
132 H -12.590 -9.904 -24.484
133 H -11.279 -11.618 -22.859
134 H -10.134 -10.337 -22.563
135 H -8.094 -12.298 -24.661
136 H -8.757 -12.152 -23.039
137 H -6.820 -10.374 -24.096
138 H -7.970 -9.821 -22.903
139 H -7.789 -9.224 -25.759
140 H -8.804 -8.431 -24.557
141 H -9.263 -10.861 -26.268
142 H -10.588 -9.737 -25.862
143 H -10.608 -13.288 -24.391
144 H -10.081 -12.771 -25.959
145 H -12.193 -11.443 -26.338
146 H -12.763 -12.047 -24.724
147 H -13.562 -13.424 -26.609
148 H -12.538 -14.424 -25.460
149 H -11.836 -13.786 -26.996
150 C -11.023 -9.270 -30.827
151 C -11.582 -10.344 -29.850
152 C -11.206 -11.796 -30.232
153 C -9.711 -11.810 -30.098
154 N -9.161 -13.176 -30.469
155 C -9.512 -14.359 -29.603
156 C -8.687 -14.246 -28.367
157 C -7.429 -13.424 -28.798
158 C -7.639 -13.093 -30.275
159 C -9.388 -13.526 -31.962
160 C -9.058 -12.402 -32.967
161 C -9.186 -13.027 -34.353
162 H -11.591 -8.364 -30.640
163 H -11.163 -9.641 -31.852
164 H -9.971 -9.055 -30.625
165 H -12.673 -10.339 -29.960
166 H -11.362 -10.109 -28.814
167 H -11.632 -12.050 -31.220
168 H -11.613 -12.517 -29.498
169 H -9.339 -11.554 -29.089
170 H -9.251 -11.038 -30.694
171 H -9.206 -15.187 -30.254
172 H -10.568 -14.421 -29.490
173 H -8.355 -15.214 -28.009
174 H -9.166 -13.752 -27.508
175 H -6.509 -13.950 -28.558
176 H -7.502 -12.556 -28.156
177 H -7.194 -13.899 -30.885
178 H -7.211 -12.144 -30.557
179 H -10.403 -13.866 -32.098
180 H -8.733 -14.355 -32.238
181 H -8.067 -11.951 -32.881
182 H -9.810 -11.620 -32.939
183 H -10.200 -13.293 -34.627
184 H -8.632 -13.961 -34.444
185 H -8.859 -12.344 -35.130
186 C -12.104 -10.213 -18.500
187 C -11.170 -11.432 -18.600
188 C -11.864 -12.502 -19.445
189 C -11.059 -13.835 -19.389
190 N -11.770 -15.019 -19.977
191 C -11.984 -14.798 -21.474
192 C -13.384 -15.361 -21.780
193 C -14.200 -14.897 -20.578
194 C -13.140 -15.151 -19.421
195 C -10.925 -16.255 -19.833
196 C -10.636 -16.483 -18.349
197 C -10.187 -17.902 -18.028
198 H -12.672 -10.026 -19.446
199 H -11.507 -9.333 -18.239
200 H -12.767 -10.306 -17.632
201 H -10.897 -11.751 -17.620
202 H -10.250 -11.187 -19.097
203 H -11.987 -12.214 -20.495
204 H -12.884 -12.526 -19.077
205 H -10.843 -14.088 -18.372
206 H -10.167 -13.626 -19.975
207 H -11.195 -15.275 -22.007
208 H -12.053 -13.742 -21.671
209 H -13.352 -16.468 -21.855
210 H -13.733 -14.944 -22.732
211 H -15.100 -15.479 -20.458
212 H -14.433 -13.841 -20.644
213 H -13.218 -16.182 -19.081
214 H -13.235 -14.484 -18.567
215 H -9.966 -16.144 -20.393
216 H -11.440 -17.136 -20.264
217 H -11.564 -16.290 -17.774
218 H -9.820 -15.822 -18.001
219 H -9.768 -18.091 -17.024
220 H -9.524 -18.190 -18.821
221 H -11.073 -18.504 -18.192
222 C -13.232 -19.927 -20.102
223 C -11.968 -19.901 -20.964
224 C -12.165 -19.182 -22.284
225 C -10.843 -19.108 -22.985
226 N -10.855 -18.490 -24.297
227 C -9.458 -18.658 -24.867
228 C -9.337 -17.612 -25.968
229 C -10.452 -16.565 -25.605
230 C -10.912 -16.965 -24.192
231 C -11.955 -19.013 -25.193
232 C -11.833 -20.430 -25.530
233 C -12.993 -20.738 -26.410
234 H -13.034 -20.232 -19.078
235 H -14.042 -20.535 -20.429
236 H -13.649 -18.915 -20.022
237 H -11.626 -20.897 -21.254
238 H -11.124 -19.511 -20.396
239 H -12.467 -18.134 -22.103
240 H -12.937 -19.650 -22.853
241 H -10.493 -20.129 -23.050
242 H -10.138 -18.581 -22.361
243 H -9.339 -19.707 -25.156
244 H -8.829 -18.434 -23.999
245 H -9.543 -18.049 -26.961
246 H -8.433 -17.057 -25.919
247 H -11.327 -16.478 -26.267
248 H -9.955 -15.587 -25.532
249 H -11.977 -16.762 -23.925
250 H -10.131 -16.663 -23.437
251 H -11.937 -18.323 -26.046
252 H -12.855 -18.821 -24.610
253 H -11.673 -21.075 -24.634
254 H -10.914 -20.698 -26.096
255 H -12.769 -20.385 -27.432
256 H -13.888 -20.232 -26.009
257 H -13.204 -21.796 -26.427

=====

A molecular structure, C77H62BaN7O2P3S5 in a non-equilibrium geometry. Source: the Open Molecules 2025 dataset; level of theory: ωB97M-V/def2-TZVPD.

## Properties
total charge = -2
relative energy (zero: lowest compared OMol25 entry of this formula, charge and spin) = 118.6 kcal/mol

Atoms and positions in Å:
1 Ba 0.275 0.343 -0.892
2 S 2.337 -1.431 -3.169
3 P 2.851 -2.002 -1.339
4 C 1.743 -1.862 0.086
5 P 0.117 -2.637 -0.350
6 S -1.371 -1.942 -1.504
7 C -0.556 -2.795 1.340
8 C -2.055 -3.041 1.690
9 C -2.616 -1.847 3.489
10 C -1.501 -1.912 4.576
11 C 0.009 -1.670 4.223
12 C 0.546 -2.909 2.446
13 C 0.458 -4.344 -0.962
14 C 0.655 -5.389 -0.068
15 C 0.723 -6.706 -0.520
16 C 0.583 -6.984 -1.873
17 C 0.371 -5.942 -2.771
18 C 0.301 -4.632 -2.317
19 C 4.421 -1.095 -0.932
20 C 5.667 -1.694 -1.117
21 C 6.841 -0.955 -0.989
22 C 6.790 0.399 -0.693
23 C 5.556 1.016 -0.532
24 C 4.386 0.278 -0.654
25 C 3.487 -3.738 -1.300
26 C 3.939 -4.241 -0.079
27 C 4.502 -5.506 0.000
28 C 4.609 -6.290 -1.149
29 C 4.170 -5.790 -2.366
30 C 3.617 -4.510 -2.441
31 H -2.642 -3.553 0.933
32 H -3.566 -1.443 3.838
33 H -1.795 -1.547 5.558
34 H 0.583 -1.152 4.984
35 H 1.469 -3.352 2.099
36 H 0.757 -5.183 0.991
37 H 0.875 -7.510 0.189
38 H 0.632 -8.008 -2.224
39 H 0.254 -6.150 -3.828
40 H 0.121 -3.817 -3.007
41 H 5.737 -2.740 -1.376
42 H 7.798 -1.445 -1.133
43 H 7.703 0.979 -0.618
44 H 5.498 2.083 -0.339
45 H 3.439 0.785 -0.553
46 H 3.840 -3.626 0.810
47 H 4.860 -5.883 0.952
48 H 5.031 -7.287 -1.090
49 H 4.254 -6.394 -3.262
50 H 3.269 -4.101 -3.383
51 O -2.241 3.179 -2.958
52 C -1.606 2.147 -3.212
53 O -0.665 1.635 -2.545
54 C -1.946 1.328 -4.475
55 P -0.472 0.251 -4.806
56 C -0.996 -0.713 -6.296
57 C -0.172 -1.788 -6.653
58 C -0.497 -2.628 -7.708
59 C -1.670 -2.419 -8.430
60 C -2.505 -1.364 -8.085
61 C -2.168 -0.520 -7.027
62 C 0.620 1.516 -5.636
63 C 0.779 1.636 -7.018
64 C 1.614 2.612 -7.560
65 C 2.299 3.488 -6.729
66 C 2.161 3.372 -5.352
67 C 1.340 2.393 -4.812
68 H -2.208 1.994 -5.296
69 H -2.797 0.681 -4.231
70 H 0.735 -1.962 -6.078
71 H 0.158 -3.455 -7.963
72 H -1.933 -3.080 -9.247
73 H -3.421 -1.194 -8.639
74 H -2.829 0.302 -6.775
75 H 0.254 0.963 -7.686
76 H 1.724 2.685 -8.637
77 H 2.944 4.251 -7.149
78 H 2.703 4.040 -4.691
79 H 1.261 2.296 -3.740
80 N -1.749 1.142 0.107
81 S -2.707 2.015 0.783
82 N -3.074 2.004 2.375
83 S -2.006 2.064 3.536
84 N -0.750 1.345 3.611
85 S 1.666 -0.170 2.211
86 N 1.780 -0.517 0.650
87 C 0.390 -1.361 2.759
88 C -0.765 -1.264 1.708
89 C -2.243 -1.513 2.027
90 C -2.422 -3.376 3.184
91 C -1.326 -3.447 4.291
92 C 0.161 -3.212 3.926
93 C 3.114 -0.744 3.103
94 C 3.368 -2.022 3.585
95 C 4.595 -2.303 4.176
96 C 5.570 -1.317 4.284
97 C 5.320 -0.042 3.797
98 C 4.094 0.242 3.211
99 C -1.793 3.841 3.738
100 C -0.588 4.348 3.277
101 C -0.332 5.710 3.382
102 C -1.266 6.552 3.975
103 C -2.471 6.036 4.444
104 C -2.743 4.680 4.315
105 C -3.122 1.725 4.919
106 C -2.484 1.606 6.149
107 C -3.209 1.214 7.266
108 C -4.565 0.920 7.149
109 C -5.196 1.035 5.919
110 C -4.476 1.445 4.799
111 C -4.396 1.837 0.191
112 C -5.407 1.251 0.942
113 C -6.675 1.114 0.385
114 C -6.921 1.561 -0.907
115 C -5.897 2.128 -1.653
116 C -4.625 2.266 -1.113
117 C -2.401 3.756 0.504
118 C -3.218 4.749 1.047
119 C -2.847 6.074 0.897
120 C -1.669 6.395 0.217
121 C -0.879 5.400 -0.328
122 C -1.246 4.065 -0.187
123 H -0.624 -0.481 0.962
124 H -2.920 -0.877 1.469
125 H -3.234 -4.091 3.303
126 H -1.502 -4.194 5.062
127 H 0.872 -3.834 4.468
128 H 2.623 -2.800 3.524
129 H 4.790 -3.303 4.545
130 H 6.522 -1.543 4.747
131 H 6.076 0.730 3.869
132 H 3.888 1.236 2.826
133 H 0.133 3.663 2.841
134 H 0.599 6.112 2.999
135 H -1.056 7.611 4.073
136 H -3.200 6.692 4.906
137 H -3.687 4.276 4.664
138 H -1.417 1.798 6.202
139 H -2.713 1.116 8.225
140 H -5.127 0.598 8.019
141 H -6.249 0.800 5.825
142 H -4.947 1.552 3.836
143 H -5.192 0.915 1.943
144 H -7.469 0.656 0.963
145 H -7.912 1.458 -1.336
146 H -6.082 2.464 -2.666
147 H -3.815 2.704 -1.697
148 H -4.115 4.476 1.591
149 H -3.464 6.860 1.315
150 H -1.372 7.433 0.117
151 H 0.027 5.648 -0.868
152 H -0.652 3.274 -0.615
153 N 5.433 4.757 -2.274
154 C 4.389 4.511 -1.815
155 N 3.224 4.350 -1.235
156 C 2.451 3.301 -1.233
157 N 1.691 2.422 -1.147

=====

Highest occupied orbital energy for every record listed, in sequence, given in eV: -14.504 -2.848.